Entry from the OMol25 dataset: a molecular structure, C34H24BBrCl2CoF4N2P (ωB97M-V with the def2-TZVPD basis set).

Properties
expectation value of S²: 6.023
total charge: -2
energy above the lowest of the compared OMol25 structures with the same formula, charge and spin: 9.2 kcal per mole
spin multiplicity: 5

CARTESIAN COORDINATES (ANGSTROEM)
Co (1.472, 0.551, -1.026)
Br (-0.408, 0.339, -4.038)
C (0.533, -1.320, -4.017)
C (-0.062, -2.361, -4.671)
C (0.646, -3.571, -4.841)
C (1.940, -3.662, -4.418)
C (2.568, -2.587, -3.742)
C (3.931, -2.666, -3.368)
C (4.520, -1.611, -2.739)
C (3.752, -0.486, -2.355)
C (2.403, -0.354, -2.625)
C (1.837, -1.395, -3.437)
H (-1.060, -2.248, -5.074)
H (0.165, -4.406, -5.338)
H (2.519, -4.562, -4.608)
H (4.483, -3.577, -3.579)
H (5.571, -1.659, -2.468)
H (4.246, 0.286, -1.771)
Cl (0.342, 3.977, 0.175)
C (1.687, 3.604, 1.220)
C (1.834, 4.328, 2.386)
C (2.883, 4.064, 3.259)
C (3.795, 3.073, 2.916)
C (3.660, 2.372, 1.735)
Cl (4.838, 1.150, 1.336)
C (2.583, 2.561, 0.816)
N (2.468, 1.848, -0.298)
H (1.115, 5.107, 2.614)
H (2.984, 4.615, 4.187)
H (4.629, 2.842, 3.569)
N (-0.355, 0.417, -0.712)
P (-1.488, 0.307, 0.290)
C (-2.010, -1.419, 0.624)
C (-2.942, -1.808, 1.583)
C (-3.309, -3.142, 1.707)
C (-2.735, -4.099, 0.877)
C (-1.788, -3.721, -0.066)
C (-1.429, -2.385, -0.193)
C (-1.182, 0.990, 1.959)
C (-0.003, 0.542, 2.563)
C (0.413, 1.082, 3.771)
C (-0.338, 2.077, 4.385)
C (-1.499, 2.541, 3.780)
C (-1.916, 2.004, 2.566)
C (-3.010, 1.165, -0.281)
C (-4.266, 1.099, 0.315)
C (-5.327, 1.844, -0.187)
C (-5.141, 2.663, -1.294)
C (-3.897, 2.717, -1.908)
C (-2.838, 1.968, -1.405)
H (-3.361, -1.073, 2.263)
H (-4.033, -3.436, 2.457)
H (-3.014, -5.141, 0.981)
H (-1.318, -4.463, -0.698)
H (-0.675, -2.069, -0.907)
H (0.587, -0.224, 2.073)
H (1.334, 0.731, 4.223)
H (-0.015, 2.497, 5.332)
H (-2.073, 3.335, 4.245)
H (-2.806, 2.394, 2.089)
H (-4.426, 0.467, 1.181)
H (-6.299, 1.789, 0.290)
H (-5.965, 3.256, -1.675)
H (-3.748, 3.345, -2.779)
H (-1.854, 1.983, -1.866)
F (0.935, -2.743, 1.573)
B (2.177, -2.517, 0.928)
F (2.432, -3.529, -0.018)
F (3.210, -2.451, 1.885)
F (2.098, -1.247, 0.248)

Forces on atoms 1 to 6 (eV/Å):
Co -0.2 0.0 -0.4
Br 0.0 0.0 0.0
C 0.0 0.0 0.1
C 0.1 -0.1 0.0
C 0.0 0.0 0.0
C 0.0 0.0 0.0

Entry from the OMol25 dataset: a molecular structure, C34H24Cl2F3O4RuSSbTe in a non-equilibrium geometry (ωB97M-V with the def2-TZVPD basis set).

Properties
total charge: -2
energy above the lowest of the compared OMol25 structures with the same formula, charge and spin: 11.4 kcal per mole

CARTESIAN COORDINATES (ANGSTROEM)
Ru (-0.663, 0.830, -0.151)
O (0.439, -1.875, -1.527)
C (-0.557, -1.177, -1.775)
O (-1.537, -0.937, -0.991)
C (-0.723, -0.618, -3.169)
C (-1.020, -1.483, -4.211)
C (-1.190, -1.009, -5.504)
C (-1.054, 0.350, -5.755)
C (-0.760, 1.218, -4.714)
C (-0.595, 0.750, -3.415)
S (-0.225, 1.887, -2.104)
H (-1.113, -2.543, -4.005)
H (-1.426, -1.696, -6.308)
H (-1.184, 0.735, -6.759)
H (-0.666, 2.282, -4.898)
Cl (-1.833, 1.201, 4.708)
C (-0.988, 2.265, 3.565)
C (-0.856, 1.686, 2.182)
O (0.057, 2.161, 1.424)
O (-1.615, 0.783, 1.766)
H (0.007, 2.458, 3.959)
H (-1.550, 3.196, 3.485)
F (2.154, -1.097, 7.299)
C (1.911, -1.161, 5.965)
C (1.227, -2.249, 5.465)
C (0.987, -2.305, 4.099)
C (1.429, -1.302, 3.241)
C (2.099, -0.214, 3.797)
C (2.352, -0.133, 5.159)
Sb (0.882, -1.285, 1.138)
C (0.794, -3.409, 0.977)
C (-0.331, -3.988, 0.394)
C (-0.444, -5.366, 0.290)
C (0.589, -6.147, 0.768)
F (0.490, -7.498, 0.662)
C (1.718, -5.613, 1.351)
C (1.805, -4.230, 1.458)
C (2.851, -0.955, 0.376)
C (3.572, -1.916, -0.322)
C (4.827, -1.630, -0.842)
C (5.339, -0.363, -0.658)
F (6.571, -0.077, -1.159)
C (4.641, 0.631, -0.006)
C (3.386, 0.325, 0.502)
H (0.885, -3.025, 6.136)
H (0.443, -3.154, 3.703)
H (2.435, 0.599, 3.163)
H (2.870, 0.711, 5.594)
H (-1.116, -3.352, 0.004)
H (-1.310, -5.833, -0.159)
H (2.501, -6.267, 1.712)
H (2.679, -3.793, 1.929)
H (3.145, -2.897, -0.490)
H (5.397, -2.366, -1.393)
H (5.063, 1.624, 0.077)
H (2.802, 1.118, 0.959)
Te (-4.758, 3.768, 1.559)
Cl (-5.575, 2.349, -2.220)
C (-4.517, 3.735, -2.295)
C (-4.625, 4.563, -3.402)
C (-3.800, 5.669, -3.521)
C (-2.865, 5.926, -2.524)
C (-2.774, 5.087, -1.429)
C (-3.601, 3.969, -1.271)
C (-3.469, 3.113, -0.066)
H (-5.357, 4.326, -4.164)
H (-3.882, 6.316, -4.386)
H (-2.203, 6.780, -2.603)
H (-2.049, 5.288, -0.650)
H (-3.672, 2.071, -0.308)
H (-2.440, 3.192, 0.287)

Forces on atoms 1 to 6 (eV/Å):
Ru 0.7 -0.9 0.7
O 0.1 -0.2 0.1
C 0.0 0.2 -0.7
O -0.1 0.1 0.2
C 0.2 0.0 0.0
C 0.0 -0.1 -0.1